Entry 1:
ORCA calculation (ωB97M-V/def2-TZVPD) on a structure of composition C58H60AsClF9OPPdSbTe in a non-equilibrium geometry.

The geometry in XYZ format:
```
134
Properties=species:S:1:pos:R:3:forces:R:3:lowdin_charge:R:1
Pd -0.469 -0.171 0.197 -0.2226 0.4197 0.8663 0.02
O 2.025 0.186 0.146 -0.1288 -0.1692 0.1368 -0.57
As 3.201 1.187 0.671 0.4059 0.1378 0.0737 1.18
C 4.202 1.844 -0.842 0.0750 0.0256 0.1051 -0.30
C 3.758 1.470 -2.104 -0.2292 -0.0942 0.0947 -0.09
C 4.430 1.928 -3.228 0.0865 0.0783 -0.0227 -0.07
C 5.543 2.746 -3.087 -0.0448 -0.0369 -0.0056 -0.09
C 5.985 3.115 -1.822 0.0811 0.0674 0.0136 -0.09
C 5.314 2.668 -0.696 -0.0875 -0.0519 0.0254 -0.11
C 4.371 0.221 1.876 0.0814 0.1614 -0.0199 -0.29
C 4.161 -1.146 2.002 -0.1930 0.0334 -0.1567 -0.09
C 4.933 -1.886 2.885 0.0647 -0.0151 0.0890 -0.08
C 5.919 -1.260 3.635 -0.0344 0.0017 -0.0370 -0.09
C 6.138 0.105 3.498 0.0705 0.0409 0.0646 -0.09
C 5.363 0.849 2.622 -0.0992 -0.0180 -0.0646 -0.11
C 2.694 2.771 1.664 0.0977 -0.0033 -0.0774 -0.29
C 2.462 2.693 3.033 -0.0143 -0.1087 -0.0580 -0.10
C 2.050 3.820 3.727 -0.0234 -0.0013 0.0875 -0.07
C 1.859 5.019 3.056 0.0015 0.0390 -0.0283 -0.08
C 2.119 5.107 1.696 -0.0346 0.0171 -0.0302 -0.08
C 2.545 3.985 1.001 0.0529 -0.0909 -0.0098 -0.10
H 2.874 0.840 -2.190 -0.0157 -0.0274 -0.0194 0.03
H 4.076 1.651 -4.213 -0.0040 -0.0148 0.0017 0.11
H 6.070 3.103 -3.963 -0.0096 -0.0019 -0.0099 0.10
H 6.851 3.757 -1.718 -0.0016 -0.0055 0.0096 0.10
H 5.642 2.968 0.293 0.0540 0.0265 -0.0270 0.10
H 3.381 -1.609 1.406 -0.0044 -0.0157 0.0329 0.10
H 4.756 -2.948 2.999 0.0043 -0.0044 -0.0235 0.10
H 6.516 -1.831 4.335 0.0032 -0.0157 -0.0114 0.10
H 6.906 0.591 4.087 -0.0013 0.0042 -0.0110 0.10
H 5.514 1.919 2.530 0.0307 0.0006 0.0611 0.10
H 2.612 1.753 3.551 -0.0789 0.0119 0.0457 0.11
H 1.880 3.764 4.795 -0.0465 -0.0310 -0.0239 0.11
H 1.514 5.895 3.590 0.0110 0.0008 0.0416 0.10
H 1.995 6.050 1.180 -0.0216 -0.0093 -0.0164 0.10
H 2.796 4.055 -0.050 -0.1190 0.0207 -0.0638 0.10
Cl -1.329 -2.883 7.397 -0.0380 -0.0521 0.0699 0.61
C -1.025 -2.005 5.918 0.0486 0.0647 0.0105 -0.69
C -1.943 -1.074 5.466 -0.0811 -0.0117 -0.0272 -0.12
C -1.685 -0.376 4.299 0.0988 -0.0381 -0.0997 -0.07
C -0.519 -0.587 3.544 -0.0604 -0.0581 0.1739 -0.32
C -0.215 0.191 2.346 0.0714 0.2178 -0.1324 -0.22
C 0.395 -1.525 4.054 -0.0690 0.0442 -0.0022 -0.07
C 0.155 -2.221 5.224 -0.0377 -0.1093 -0.0288 -0.13
H -2.852 -0.887 6.024 0.0170 -0.0379 0.0327 0.10
H -2.395 0.375 3.966 -0.0358 -0.0196 -0.0170 0.10
H 0.869 0.240 2.223 -0.0373 0.0371 -0.0513 0.01
H -0.596 1.207 2.462 0.1329 -0.0748 0.0852 0.00
H 1.327 -1.691 3.524 -0.0141 -0.0012 -0.0484 0.10
H 0.876 -2.936 5.600 -0.0018 0.0031 0.0049 0.10
C -3.448 -4.877 0.900 -0.0336 -0.0558 -0.0287 -0.12
C -2.700 -3.636 1.376 0.1414 0.2714 -0.3527 -0.65
C -3.666 -2.715 2.113 -0.0435 -0.0598 0.0007 -0.13
C -1.593 -4.044 2.342 -0.0290 0.0435 0.0926 -0.13
Sb -1.716 -2.372 -0.255 0.4026 -0.7061 -1.0763 1.50
C -3.431 -2.395 -1.772 0.2990 -0.0801 0.3639 -0.66
C -3.324 -1.246 -2.760 -0.0870 -0.1603 -0.0537 -0.20
C -4.761 -2.249 -1.037 0.0313 -0.0867 -0.0559 -0.12
C -3.379 -3.730 -2.507 -0.0223 0.0421 0.0881 -0.12
C -0.097 -3.882 -0.926 -0.5802 0.0233 0.1746 -0.65
C 1.075 -3.533 -0.015 -0.0236 -0.0188 0.0470 -0.16
C -0.580 -5.315 -0.702 0.0800 0.0432 0.1018 -0.14
C 0.354 -3.813 -2.383 0.0202 0.0582 -0.0452 -0.18
H -3.683 -5.504 1.770 -0.0216 0.0101 0.0213 0.09
H -2.867 -5.482 0.206 -0.1545 -0.0082 0.1114 0.04
H -4.394 -4.632 0.418 0.0114 -0.0757 0.0292 0.06
H -4.114 -3.252 2.960 0.0157 -0.0135 0.0184 0.09
H -4.476 -2.367 1.472 0.0811 0.0120 0.1364 0.04
H -3.140 -1.854 2.518 0.0624 0.1638 0.1106 0.05
H -2.025 -4.306 3.316 -0.0407 -0.0109 0.0108 0.09
H -0.898 -3.226 2.509 0.1354 0.1031 0.1248 0.05
H -1.032 -4.910 1.994 0.0342 0.0803 0.0906 0.06
H -3.217 -0.293 -2.240 0.0970 0.0743 -0.0851 0.03
H -4.244 -1.200 -3.360 -0.0685 -0.0873 0.0518 0.08
H -2.479 -1.367 -3.432 0.0320 0.1467 0.0780 0.00
H -4.815 -1.300 -0.503 -0.0532 0.0071 -0.0046 0.06
H -4.944 -3.062 -0.339 -0.0761 0.1019 -0.0462 0.04
H -5.575 -2.265 -1.772 0.0127 0.0267 -0.0341 0.09
H -2.452 -3.823 -3.070 -0.0576 -0.0628 -0.0216 0.06
H -4.215 -3.796 -3.215 -0.0114 0.0074 -0.0096 0.09
H -3.458 -4.570 -1.814 -0.0171 -0.0267 -0.0965 0.05
H 0.865 -3.787 1.028 0.0545 0.0303 -0.0086 0.06
H 1.303 -2.464 -0.073 0.0393 0.0122 -0.0280 0.02
H 1.974 -4.079 -0.328 -0.0221 -0.0927 -0.0098 0.09
H -0.933 -5.493 0.308 0.0897 -0.0834 -0.1427 0.03
H 0.249 -6.009 -0.889 0.0242 0.0022 -0.0254 0.08
H -1.381 -5.562 -1.403 0.0372 -0.0696 0.0151 0.07
H 1.019 -2.978 -2.565 -0.0451 0.1695 -0.0114 -0.02
H -0.475 -3.730 -3.083 0.0614 -0.0012 -0.0427 0.05
H 0.903 -4.738 -2.616 -0.0405 -0.0193 0.0607 0.08
F -2.960 6.878 4.122 0.0043 -0.0025 -0.0819 0.13
C -2.923 7.056 2.788 -0.0398 0.3386 0.1635 -0.58
F -2.086 8.098 2.558 -0.0669 -0.1087 0.0274 0.12
F -4.152 7.485 2.420 0.0820 -0.0572 0.0196 0.13
C -2.505 5.833 2.049 0.1281 -0.3389 -0.2539 -0.14
C -2.267 5.923 0.682 -0.0786 0.2169 0.2401 -0.01
C -1.919 4.801 -0.046 0.0748 -0.2153 0.0584 -0.05
C -1.801 3.552 0.577 -0.0519 0.4518 0.3596 -0.29
C -2.022 3.491 1.956 0.1398 -0.2651 -0.1953 -0.07
C -2.375 4.606 2.687 -0.0504 0.3099 0.1604 0.00
P -1.560 1.944 -0.309 0.0500 -0.4092 -0.5079 1.00
C -3.342 1.541 -0.074 -0.3929 0.0915 0.3788 -0.32
C -4.403 2.266 -0.627 0.2053 -0.1050 -0.0931 -0.06
C -5.698 2.072 -0.189 -0.2206 -0.0302 -0.0038 0.00
C -5.960 1.184 0.850 0.3906 -0.0040 0.0548 -0.13
C -4.916 0.490 1.445 -0.2852 0.0810 -0.0285 -0.02
C -3.625 0.664 0.977 0.1566 0.0846 -0.2782 -0.12
C -7.363 0.998 1.321 -0.3882 -0.0761 0.0464 -0.57
F -7.991 2.176 1.536 0.0805 -0.0801 -0.0131 0.13
F -8.121 0.334 0.415 0.1080 0.0664 0.0715 0.13
F -7.438 0.299 2.469 0.0074 0.0796 -0.0977 0.13
C -1.352 2.658 -1.984 0.1025 0.2684 0.0242 -0.48
C -0.092 3.250 -2.136 -0.2716 -0.2165 0.0588 -0.17
C 0.239 3.960 -3.267 -0.0880 0.0149 -0.1795 -0.01
C -0.703 4.076 -4.288 0.1322 -0.0182 0.1465 -0.13
C -1.947 3.473 -4.166 0.0510 0.0940 -0.1018 -0.01
C -2.278 2.778 -3.014 0.1094 -0.1888 0.0847 -0.09
C -0.400 4.881 -5.509 0.0134 0.1714 -0.2506 -0.57
F 0.864 5.355 -5.525 -0.1567 -0.0686 0.0042 0.12
F -1.214 5.965 -5.617 0.1056 -0.1486 0.0246 0.12
F -0.568 4.184 -6.655 0.0001 0.0473 0.1512 0.13
H -2.374 6.884 0.192 0.0347 -0.0406 -0.0623 0.12
H -1.753 4.898 -1.108 -0.0287 0.0255 -0.0016 0.10
H -1.939 2.534 2.458 -0.0704 0.0834 0.0212 0.08
H -2.557 4.529 3.751 0.0172 -0.0288 -0.0205 0.12
H -4.211 3.006 -1.392 -0.0762 0.0239 0.1081 0.10
H -6.512 2.629 -0.635 0.0138 0.0127 -0.0030 0.12
H -5.111 -0.189 2.264 0.0170 0.0114 -0.0074 0.12
H -2.804 0.117 1.425 0.0200 -0.0091 0.0388 0.04
H 0.628 3.101 -1.343 0.1997 0.0774 0.0512 0.09
H 1.220 4.402 -3.374 -0.0223 0.0036 0.0080 0.12
H -2.660 3.554 -4.977 -0.0114 -0.0179 0.0106 0.12
H -3.238 2.285 -2.956 0.0650 -0.0083 -0.0403 0.09
Te -0.005 -0.305 -2.337 -0.0446 -0.1625 -0.6444 0.40
```
Positions in Å, forces in eV/Å.

Output
M = 1441.2 g/mol
lowest unoccupied orbital energy = 0.07732 Ha
net charge = -1
HOMO-LUMO gap = 0.1897 Eh
total energy = -6893.7155 hartree

***

Entry 2:
ORCA calculation (ωB97M-V/def2-TZVPD) on a structure of composition C58H60Ge2N3O3S8V in a non-equilibrium geometry.

The geometry in XYZ format:
```
135
Properties=species:S:1:pos:R:3:forces:R:3:lowdin_spin:R:1
V 3.189 1.824 -1.084 0.2443 0.9491 0.4326 1.93
C -3.396 -5.026 3.285 0.0149 0.0487 -0.0365 0.00
C -3.571 -4.041 2.157 -0.0403 -0.0143 -0.0005 0.00
C -3.263 -4.387 0.849 -0.1784 0.0021 -0.0463 0.00
C -3.398 -3.480 -0.198 -0.0041 -0.0555 -0.0127 0.00
C -2.975 -3.863 -1.592 -0.0696 0.0293 0.0341 0.00
C -3.869 -2.197 0.078 -0.1466 -0.0190 -0.0315 0.00
C -4.200 -1.831 1.387 -0.0364 -0.0121 -0.0287 0.00
C -4.755 -0.459 1.672 0.0900 -0.0121 0.0522 0.00
C -4.035 -2.756 2.410 0.0330 -0.0229 0.0004 0.00
C -4.168 -1.221 -1.014 0.0314 -0.1080 -0.0264 0.00
C -5.419 -1.357 -1.617 -0.0475 0.0511 0.0004 0.00
C -5.860 -0.436 -2.548 0.0511 -0.0030 0.0130 0.00
C -5.056 0.653 -2.842 -0.0102 -0.0017 0.0721 0.00
C -3.794 0.800 -2.267 -0.1193 0.0233 0.0582 0.00
C -3.306 -0.176 -1.368 0.1534 0.0613 -0.0601 0.00
Ge -1.331 -0.228 -0.953 -0.0069 -0.0662 0.1400 0.00
S -0.212 0.186 -2.685 -0.1832 -0.0852 -0.0897 0.00
S -0.812 0.945 0.980 -0.2446 0.0877 0.0160 0.00
Ge 0.767 -0.659 1.146 0.0016 -0.0472 -0.1196 0.01
S 2.638 -0.142 0.183 0.2232 -0.5218 0.4027 0.01
S -0.528 -2.134 0.035 0.0092 0.4628 -0.1641 0.00
C 1.209 -1.343 2.975 -0.1005 0.2054 0.0941 0.00
C 1.818 -2.602 3.113 0.0057 -0.0481 -0.0640 0.00
C 2.127 -3.102 4.374 0.0492 -0.0036 0.0365 0.00
C 1.868 -2.367 5.517 -0.0148 -0.0236 -0.0021 0.00
C 1.296 -1.114 5.394 0.0246 0.0251 -0.0641 0.00
C 0.970 -0.591 4.142 0.0234 -0.1163 -0.0550 0.00
C 0.351 0.769 4.143 -0.0152 -0.0340 -0.0685 0.00
C -1.017 0.906 4.375 -0.0045 -0.0490 -0.0064 0.00
C -1.916 -0.294 4.527 -0.0114 0.0649 -0.0138 0.00
C -1.575 2.181 4.409 0.0113 -0.0121 0.0209 0.00
C -0.798 3.312 4.226 0.0198 0.0588 0.0243 0.00
C -1.404 4.691 4.247 0.0212 -0.0180 -0.0455 0.00
C 0.571 3.157 4.024 0.0164 -0.0301 -0.0690 0.00
C 1.162 1.902 3.982 -0.0356 0.0571 -0.0081 0.00
C 2.650 1.772 3.785 -0.0493 -0.0518 -0.0054 0.00
C 2.166 -3.470 1.942 -0.0114 -0.0681 0.0574 0.00
C 1.219 -4.360 1.424 -0.0253 0.0583 0.0169 0.00
C -0.160 -4.507 2.016 0.1065 -0.1343 -0.0778 0.00
C 1.554 -5.140 0.321 0.0202 -0.0002 -0.0170 0.00
C 2.808 -5.071 -0.264 -0.0475 -0.0340 -0.0191 0.00
C 3.126 -5.851 -1.513 -0.0147 0.0392 0.0407 0.00
C 3.761 -4.247 0.319 0.0451 0.0165 0.0560 0.00
C 3.472 -3.457 1.425 -0.0181 -0.0793 -0.0108 0.00
C 4.577 -2.641 2.045 -0.0638 0.0676 -0.0427 0.00
C -3.084 2.078 -2.596 0.0205 -0.0626 0.0571 0.00
C -2.518 2.280 -3.857 0.0979 -0.0937 -0.0469 0.00
C -2.502 1.217 -4.926 0.0211 0.0564 -0.0086 0.00
C -1.889 3.488 -4.133 0.0654 0.0177 -0.0033 0.00
C -1.809 4.507 -3.196 0.0300 0.0409 -0.0236 0.00
C -1.075 5.787 -3.499 -0.0239 -0.0270 0.0072 0.00
C -2.431 4.312 -1.969 -0.0527 0.0036 0.0203 0.00
C -3.081 3.123 -1.659 0.0264 -0.0074 -0.0173 0.00
C -3.801 3.017 -0.336 -0.0050 -0.0101 -0.1008 0.00
H -3.122 -6.011 2.906 0.0004 0.0032 0.0048 0.00
H -4.315 -5.126 3.866 0.0007 -0.0052 0.0035 0.00
H -2.608 -4.699 3.967 0.0113 -0.0053 -0.0016 0.00
H -2.889 -5.384 0.637 -0.0199 0.0153 -0.0094 0.00
H -2.810 -4.938 -1.665 0.0083 -0.0049 -0.0024 0.00
H -2.040 -3.358 -1.849 -0.0198 -0.0261 -0.0367 0.00
H -3.716 -3.567 -2.336 -0.0202 -0.0095 -0.0008 0.00
H -5.574 -0.218 0.991 0.0114 0.0131 0.0073 0.00
H -3.985 0.306 1.534 0.0098 0.0020 0.0077 0.00
H -5.127 -0.396 2.694 0.0299 0.0047 0.0413 0.00
H -4.282 -2.470 3.428 -0.0033 0.0072 -0.0073 0.00
H -6.049 -2.191 -1.328 0.0107 -0.0069 0.0062 0.00
H -6.828 -0.550 -3.023 -0.0016 0.0067 0.0141 0.00
H -5.402 1.420 -3.526 0.0064 -0.0023 -0.0095 0.00
H 2.596 -4.078 4.444 -0.0269 -0.0045 -0.0001 0.00
H 2.111 -2.766 6.495 0.0083 0.0032 -0.0039 0.00
H 1.084 -0.516 6.273 0.0188 0.0060 -0.0013 0.00
H -1.353 -1.217 4.643 -0.0038 -0.0265 0.0179 0.00
H -2.533 -0.401 3.634 -0.0661 -0.0316 -0.0871 0.00
H -2.577 -0.181 5.390 -0.0182 0.0195 -0.0304 0.00
H -2.647 2.284 4.559 0.0187 0.0020 0.0057 0.00
H -2.487 4.645 4.371 0.0104 -0.0016 -0.0046 0.00
H -1.186 5.224 3.319 -0.0041 -0.0151 0.0045 0.00
H -0.991 5.288 5.064 -0.0118 0.0039 0.0007 0.00
H 1.193 4.031 3.861 0.0087 0.0082 -0.0313 0.00
H 3.112 2.754 3.706 0.0162 0.0394 -0.0239 0.00
H 2.889 1.225 2.871 -0.0063 -0.0255 -0.0832 0.00
H 3.103 1.224 4.616 -0.0017 0.0207 -0.0172 0.00
H -0.332 -3.814 2.837 -0.0316 0.0206 -0.0002 0.00
H -0.304 -5.526 2.389 0.0293 -0.0395 0.0449 0.00
H -0.919 -4.309 1.256 0.2150 -0.1095 0.2301 0.00
H 0.800 -5.797 -0.103 0.0057 0.0019 0.0067 0.00
H 2.441 -6.689 -1.642 0.0052 -0.0017 0.0000 0.00
H 4.147 -6.237 -1.491 0.0002 -0.0030 -0.0041 0.00
H 3.035 -5.209 -2.393 -0.0013 -0.0092 -0.0025 0.00
H 4.765 -4.215 -0.095 -0.0121 0.0077 -0.0033 0.00
H 5.530 -3.164 1.945 -0.0144 0.0109 -0.0080 0.00
H 4.395 -2.445 3.100 0.0110 -0.0125 -0.0036 0.00
H 4.663 -1.676 1.546 -0.0323 0.0874 -0.0521 0.00
H -3.040 0.322 -4.627 0.0197 -0.0179 0.0078 0.00
H -1.469 0.923 -5.120 -0.0529 -0.0056 0.0124 0.00
H -2.939 1.600 -5.852 -0.0380 0.0195 -0.0150 0.00
H -1.418 3.620 -5.104 -0.0236 0.0099 0.0136 0.00
H -0.915 5.903 -4.572 -0.0018 0.0002 0.0098 0.00
H -0.096 5.805 -3.016 0.0252 -0.0159 0.0154 0.00
H -1.629 6.656 -3.139 -0.0010 -0.0004 0.0013 0.00
H -2.429 5.115 -1.237 0.0248 -0.0078 0.0093 0.00
H -4.109 4.008 0.001 0.0062 -0.0108 -0.0053 0.00
H -3.157 2.598 0.434 0.1366 -0.1316 0.1281 0.00
H -4.685 2.383 -0.408 0.0071 0.0001 -0.0016 0.00
O 9.359 4.231 -3.309 0.0001 0.0003 -0.0044 0.00
C 8.272 3.837 -2.941 0.0048 0.0180 -0.0213 0.00
S 6.767 4.724 -3.170 -0.0034 0.0080 0.0023 0.00
C 5.683 3.563 -2.409 -0.0211 -0.0370 -0.0221 0.00
C 6.257 2.450 -1.922 -0.0178 0.0057 -0.0567 0.00
S 5.442 1.133 -1.100 0.4440 -0.2742 0.1455 0.00
S 8.002 2.307 -2.116 -0.0326 -0.0244 0.0287 0.00
S 3.989 3.960 -2.355 0.0606 -0.0383 -0.0947 -0.01
N 1.155 2.621 -1.076 0.1503 0.3669 0.0021 0.00
C 1.171 3.924 -0.389 0.0006 -0.2231 -0.0249 0.00
C 2.356 3.974 0.572 -0.0652 -0.2130 0.0274 0.01
O 2.418 4.819 1.446 0.0124 0.0588 0.1182 0.01
O 3.229 3.050 0.336 -0.1806 0.7029 1.1196 0.00
H 0.678 2.653 -1.972 -0.0626 -0.0343 -0.0089 0.00
H 0.612 1.954 -0.525 0.0569 0.0675 -0.0280 0.00
H 0.256 4.112 0.174 -0.0781 0.0286 -0.0304 0.00
H 1.321 4.725 -1.113 -0.0340 0.0358 -0.0583 0.00
N 2.800 -0.590 -6.771 -0.0176 -0.0455 -0.0263 0.01
C 2.810 -0.029 -5.505 -0.0171 0.0544 0.0462 0.01
C 2.376 1.276 -5.289 -0.0146 -0.0517 -0.0302 0.00
C 2.402 1.791 -4.015 0.0482 0.0682 0.1198 0.01
N 2.822 1.110 -2.942 -0.3371 -0.8373 -1.5707 -0.01
C 3.162 -0.173 -3.146 0.0188 -0.0017 -0.0648 0.01
C 3.198 -0.762 -4.388 -0.1386 -0.0634 -0.0400 0.00
H 2.888 0.060 -7.535 -0.0044 -0.0087 0.0022 0.00
H 3.363 -1.417 -6.881 0.0224 0.0290 -0.0156 0.00
H 2.024 1.892 -6.107 -0.0060 -0.0011 0.0038 0.00
H 2.096 2.813 -3.847 0.0252 0.0119 0.0315 0.00
H 3.414 -0.752 -2.270 0.0423 0.0501 0.0308 0.00
H 3.490 -1.801 -4.476 0.0252 0.0103 0.0055 0.00
```
Positions in Å, forces in eV/Å.

Output
M = 1299.8 g/mol
⟨S²⟩ = 2.02
lowest unoccupied orbital energy (alpha / beta) = 0.13993 / 0.13993 Ha
net charge = -2
HOMO-LUMO gap (alpha / beta) = 0.2052 / 0.2085 Eh
total energy = -10920.0135 hartree
2S+1 = 3